1.
{
  "formula": "C3H7N3S",
  "method": "wB97M-V/def2-TZVPD",
  "species": ["C", "C", "C", "N", "N", "N", "S", "H", "H", "H", "H", "H", "H", "H"],
  "xyz": [[2.5394, 0.1078, 0.0608], [-1.8592, 0.7983, 0.6229], [0.1896, -1.4133, -0.7027], [2.8623, -0.5488, 1.0103], [2.2527, 0.9004, -0.8740], [-0.4981, 0.9954, 0.1916], [0.0752, 0.3660, -1.2759], [-2.0855, -0.2811, 0.4309], [-1.9064, 0.7740, 1.7134], [-2.4585, 1.5662, 0.1961], [0.2334, -2.0654, -1.6084], [-0.4710, -1.8066, 0.0731], [1.2458, -1.3364, -0.3608], [-0.1199, 1.9437, 0.5227]],
  "lowdin_charge": [-0.66, -0.17, -0.28, 0.13, -0.02, -0.45, 1.00, 0.08, 0.09, 0.07, 0.06, 0.05, -0.01, 0.13],
  "e_tot_ha": -680.78982,
  "de_lowest_kj_mol": 505.2,
  "mol_weight_g_mol": 117.18,
  "homo_ev": [-8.7, -8.7]
}



2.
{
  "formula": "C2H10NO5",
  "method": "wB97M-V/def2-TZVPD",
  "species": ["C", "N", "C", "O", "O", "H", "H", "H", "H", "H", "H", "O", "H", "H", "O", "H", "H", "O"],
  "xyz": [[-0.3174, 1.1733, -1.0912], [-0.3262, 0.1679, -0.0433], [0.3295, 0.5021, 1.1733], [-0.1170, -0.0487, 2.2081], [1.2748, 1.3067, 1.0673], [0.6556, 1.1627, -1.5860], [-0.4771, 2.1664, -0.6689], [-1.0723, 0.9974, -1.8603], [-1.1792, -0.3555, 0.0436], [-1.8092, -0.3902, 2.3540], [-2.8967, -1.3859, 1.9961], [-2.7054, -0.4457, 1.9111], [-0.7421, -2.6940, -0.6766], [-0.1272, -3.3058, -1.8863], [-0.7053, -3.5317, -1.1507], [3.3778, 2.0296, 0.0478], [3.1185, 0.9799, -1.0583], [3.7189, 1.6716, -0.7795]],
  "lowdin_charge": [-0.13, -0.03, -0.78, -0.09, -0.05, 0.06, 0.08, 0.07, 0.07, 0.01, 0.01, -0.12, 0.02, 0.03, -0.07, 0.02, 0.01, -0.09],
  "e_tot_ha": -513.25572,
  "de_lowest_kj_mol": 44.3,
  "charge": -1,
  "mol_weight_g_mol": 128.10,
  "homo_ev": -4.8
}



3.
{
  "formula": "C28H61N8O11S",
  "method": "wB97M-V/def2-TZVPD",
  "species": ["C", "C", "C", "C", "O", "C", "O", "C", "S", "O", "O", "C", "N", "H", "H", "H", "H", "H", "H", "H", "H", "H", "H", "H", "H", "C", "C", "O", "N", "C", "H", "H", "H", "H", "H", "H", "H", "C", "C", "O", "N", "C", "H", "H", "H", "H", "H", "H", "H", "C", "C", "O", "N", "C", "H", "H", "H", "H", "H", "H", "H", "C", "C", "O", "N", "C", "H", "H", "H", "H", "H", "H", "H", "C", "C", "O", "N", "C", "H", "H", "H", "H", "H", "H", "H", "C", "C", "O", "N", "C", "H", "H", "H", "H", "H", "H", "H", "C", "C", "O", "N", "C", "H", "H", "H", "H", "H", "H", "H"],
  "xyz": [[4.6781, 3.7975, 0.6407], [3.8766, 2.9148, 0.7312], [2.8624, 1.8850, 0.9262], [1.9339, 1.7276, -0.2778], [0.8177, 0.8643, -0.0270], [1.0151, -0.1089, 0.9517], [0.3134, -1.2595, 0.5361], [0.3670, 0.3006, 2.3032], [-1.4375, 0.3003, 2.1814], [-1.9443, 0.5263, 3.5173], [-1.8545, 1.3171, 1.2443], [2.4799, -0.5766, 1.1094], [3.4980, 0.5285, 1.1283], [5.2682, 4.6831, 0.6997], [2.3532, 2.1154, 1.8630], [1.5561, 2.6869, -0.6037], [2.5206, 1.2843, -1.0844], [-0.0591, -1.0538, -0.3330], [0.6567, -0.3698, 3.1118], [0.5934, 1.3298, 2.5803], [-1.8696, -0.9410, 1.8114], [2.7297, -1.3306, 0.3682], [2.5395, -1.0854, 2.0702], [4.1014, 0.3999, 0.3036], [4.1241, 0.4929, 1.9307], [-4.4132, -4.2004, 1.6037], [-2.9527, -3.8532, 1.6863], [-2.5027, -2.7815, 1.2863], [-2.1220, -4.7767, 2.2287], [-2.4737, -6.0838, 2.7481], [-4.9436, -3.3694, 1.1486], [-4.5619, -5.0873, 0.9896], [-4.8235, -4.3742, 2.5920], [-1.1569, -4.4894, 2.2594], [-2.1961, -6.1488, 3.8020], [-1.9348, -6.8575, 2.1979], [-3.5404, -6.2578, 2.6500], [-8.5746, -7.0358, 3.0337], [-7.0943, -6.7735, 3.1580], [-6.5878, -5.7360, 2.7506], [-6.3366, -7.7359, 3.7445], [-6.7669, -9.0159, 4.2799], [-9.0386, -6.1824, 2.5497], [-8.7578, -7.9240, 2.4281], [-9.0248, -7.1672, 4.0181], [-5.3591, -7.5023, 3.8025], [-6.5208, -9.0714, 5.3411], [-6.2496, -9.8240, 3.7608], [-7.8358, -9.1493, 4.1600], [-4.0098, 4.7462, 5.2760], [-4.3006, 5.3997, 3.9447], [-4.5681, 6.5880, 3.8536], [-4.2522, 4.6120, 2.8404], [-3.9492, 3.1903, 2.7558], [-4.0863, 5.4990, 6.0546], [-4.7314, 3.9548, 5.4811], [-3.0019, 4.3296, 5.2876], [-4.4570, 5.1075, 1.9876], [-3.0829, 3.0381, 2.1213], [-4.8015, 2.6715, 2.3125], [-3.7449, 2.7674, 3.7328], [2.9216, 3.4495, -4.9512], [2.7090, 3.8017, -3.4999], [2.8263, 2.9639, -2.6043], [2.3845, 5.0767, -3.2108], [2.2035, 6.1966, -4.1297], [3.1752, 2.3963, -5.0229], [2.0131, 3.6300, -5.5258], [3.7394, 4.0353, -5.3708], [2.2590, 5.2472, -2.2254], [2.9069, 6.9882, -3.8802], [1.1919, 6.5853, -4.0268], [2.3631, 5.8977, -5.1569], [-0.0790, 9.5935, -6.2411], [0.9457, 8.6169, -6.7649], [1.8933, 8.2468, -6.0847], [0.7834, 8.1560, -8.0303], [-0.2687, 8.4802, -8.9777], [0.1886, 9.8664, -5.2251], [-0.0958, 10.4964, -6.8520], [-1.0714, 9.1416, -6.2327], [1.5018, 7.5110, -8.3190], [-0.8004, 7.5709, -9.2616], [0.1683, 8.9206, -9.8747], [-0.9762, 9.1820, -8.5509], [4.1443, -0.4698, -3.2739], [4.8265, -0.5124, -1.9340], [5.1181, 0.5202, -1.3223], [5.1040, -1.7237, -1.4026], [4.8209, -3.0486, -1.9283], [3.9884, 0.5697, -3.5480], [4.7627, -0.9485, -4.0338], [3.1755, -0.9690, -3.2252], [5.5674, -1.6736, -0.5071], [4.1799, -3.5571, -1.2070], [5.7489, -3.6091, -2.0391], [4.3160, -3.0148, -2.8883], [2.4278, -4.8160, 1.6157], [3.8583, -4.3571, 1.7669], [4.2197, -3.2377, 1.4054], [4.7404, -5.2163, 2.3147], [4.5027, -6.5677, 2.7967], [1.8469, -4.0164, 1.1619], [2.3730, -5.6944, 0.9722], [1.9983, -5.0514, 2.5904], [5.6756, -4.8450, 2.3853], [4.7578, -6.6272, 3.8547], [5.1331, -7.2667, 2.2471], [3.4649, -6.8528, 2.6675]],
  "lowdin_charge": [0.18, -0.06, -0.22, -0.09, -0.02, -0.57, 0.02, -0.13, 0.72, -0.36, -0.34, -0.01, 0.13, 0.05, 0.15, 0.14, 0.12, 0.14, 0.12, 0.11, 0.07, 0.13, 0.13, 0.11, 0.19, -0.01, -0.52, -0.01, 0.01, -0.07, 0.09, 0.09, 0.07, 0.13, 0.09, 0.08, 0.06, -0.01, -0.53, 0.02, 0.01, -0.07, 0.08, 0.09, 0.09, 0.13, 0.09, 0.08, 0.07, -0.01, -0.56, 0.02, 0.01, -0.07, 0.08, 0.08, 0.08, 0.14, 0.05, 0.09, 0.07, 0.00, -0.52, 0.00, 0.02, -0.08, 0.07, 0.09, 0.09, 0.14, 0.09, 0.09, 0.06, -0.01, -0.54, 0.01, 0.01, -0.07, 0.08, 0.09, 0.09, 0.14, 0.08, 0.09, 0.07, 0.01, -0.53, 0.01, 0.02, -0.05, 0.07, 0.09, 0.09, 0.13, 0.07, 0.09, 0.08, 0.00, -0.54, -0.01, 0.02, -0.06, 0.07, 0.09, 0.09, 0.14, 0.09, 0.09, 0.07],
  "e_tot_ha": -2767.15025,
  "charge": 1,
  "mol_weight_g_mol": 717.91,
  "homo_ev": -10.1
}